No. 1
Entry from the Open Molecules 2025 dataset: a cluster of 7 separate species, C26H68ClN8O14 in total (ωB97M-V/def2-TZVPD).

```
117
Properties=species:S:1:pos:R:3:forces:R:3
Cl 8.9344 24.5652 -5.0121 2.31 -0.82 0.28
O 9.4988 25.5901 -4.1495 -0.50 -0.40 0.17
O 7.6792 24.9536 -5.5229 -1.62 0.80 -0.73
O 9.8925 24.4108 -6.1283 -0.92 -0.58 0.89
O 8.7288 23.3103 -4.2643 0.81 0.94 -0.66
C 18.0494 35.1662 4.4923 -0.38 -0.31 -0.69
O 16.7856 34.6572 4.1069 -0.84 0.78 -0.44
C 16.4909 35.0731 2.7419 -1.08 -1.76 0.94
C 14.9983 34.6627 2.3600 1.12 1.42 0.83
N 14.6105 35.2440 1.0617 -0.14 -0.63 1.20
C 15.1978 34.6448 -0.1085 -1.20 -0.13 -0.86
C 14.2587 33.4950 -0.6358 1.73 -0.55 -1.23
O 15.0414 32.7615 -1.6615 -1.33 0.08 0.75
C 14.3715 31.6144 -2.2553 1.13 0.62 0.87
H 18.0486 36.2534 4.4132 0.18 0.20 0.04
H 18.7409 34.7380 3.7666 0.74 0.21 0.23
H 18.3068 34.8788 5.5117 -0.22 -0.18 -0.13
H 17.2019 34.5130 2.1345 0.09 0.25 -0.48
H 16.6211 36.1471 2.6091 0.06 0.17 0.09
H 14.3341 35.1594 3.0673 0.13 -0.03 0.33
H 14.8539 33.6008 2.5591 0.00 -0.10 -0.81
H 14.8672 36.2151 1.1675 -0.15 0.15 -0.47
H 16.2473 34.3997 0.0548 -0.02 -0.79 -0.27
H 15.1824 35.4075 -0.8871 0.15 -0.01 -0.13
H 13.3575 33.8605 -1.1281 0.06 0.58 0.01
H 13.8748 32.8451 0.1506 0.48 -0.28 0.27
H 14.3178 30.8137 -1.5177 -0.30 -0.06 0.14
H 15.0601 31.2615 -3.0230 -0.23 0.14 -0.17
H 13.3826 31.8209 -2.6646 0.01 0.24 -0.01
C 9.5207 30.3664 2.4872 -0.88 1.12 -0.10
O 9.2800 30.9531 3.7658 0.95 -1.47 -0.75
C 9.5426 29.9606 4.7546 -0.34 1.52 0.57
C 9.2315 30.7198 6.0321 2.01 0.39 -0.10
N 10.3575 31.6906 6.3388 -0.04 -1.05 0.31
C 10.2848 32.3833 7.6103 -0.02 0.15 0.13
C 11.4996 33.3062 7.8929 -0.76 -0.58 -0.08
O 11.3610 34.5313 7.1967 0.54 0.19 -0.21
C 12.3825 35.4731 7.5058 -0.66 0.20 0.91
H 9.3376 31.1425 1.7441 0.17 0.06 -0.02
H 8.7395 29.6230 2.3286 0.37 -0.54 -0.20
H 10.5449 30.0090 2.3804 -0.07 -0.29 0.06
H 10.5622 29.5760 4.7797 0.49 0.52 -0.25
H 8.9658 29.0421 4.6460 -0.79 0.16 -0.20
H 9.2358 29.9136 6.7657 -0.31 0.58 0.79
H 8.2856 31.2438 5.8949 -0.28 -0.26 0.34
H 10.5819 32.3871 5.6426 -0.58 -0.36 -0.60
H 10.1840 31.6536 8.4137 0.35 -0.18 0.11
H 9.3648 32.9633 7.6828 -0.17 0.55 0.10
H 12.4199 32.7887 7.6220 0.18 -0.06 -0.28
H 11.5637 33.4889 8.9656 -0.15 0.16 0.28
H 13.4085 35.1171 7.4126 0.00 -0.18 -0.75
H 12.3303 35.7772 8.5512 -0.25 -0.23 0.54
H 12.1695 36.4176 7.0051 0.23 -0.39 -0.64
C 8.6580 13.7390 2.8722 -0.19 0.64 0.26
O 8.7697 15.1607 2.6698 -0.20 -0.17 0.57
C 9.4842 15.8966 3.6771 1.46 0.60 -0.41
C 9.4746 17.4816 3.3842 -0.41 -2.90 -0.16
N 10.2186 17.7501 2.1608 -1.74 1.82 -0.68
C 9.7713 19.1174 1.6761 1.48 -0.30 -0.27
C 10.6906 20.2049 2.2206 -0.35 1.79 0.81
O 10.8103 20.1934 3.6652 -0.05 -0.54 -0.17
C 11.5073 21.2826 4.2473 -0.32 0.05 -0.17
H 8.3962 13.4801 3.8981 -0.33 0.26 0.25
H 9.5333 13.1183 2.6807 0.62 0.53 -0.35
H 7.8764 13.3742 2.2058 -0.04 0.23 0.04
H 10.5154 15.5473 3.6265 0.43 0.08 -0.02
H 9.1929 15.6547 4.6992 -0.72 0.07 0.07
H 9.8040 18.1644 4.1674 -0.15 -0.61 0.59
H 8.4039 17.5946 3.2144 0.02 0.68 -0.28
H 11.1940 17.9398 2.3416 0.21 -0.57 0.48
H 8.7406 19.4367 1.8306 -0.10 -0.78 0.61
H 9.8681 19.1178 0.5904 0.20 0.16 -0.12
H 10.2617 21.1837 2.0060 -0.30 0.18 -0.46
H 11.6763 20.2691 1.7598 0.33 -0.63 0.00
H 10.9561 22.2223 4.2829 -0.53 0.11 -0.58
H 12.4373 21.4956 3.7202 0.29 -0.19 0.15
H 11.6474 21.0835 5.3098 0.40 -0.50 -0.17
C 3.9526 18.3469 -7.8738 1.29 0.85 0.83
O 5.0868 17.6018 -8.1764 1.79 -0.92 0.01
C 6.2204 18.4575 -8.4504 0.46 -1.99 -1.79
C 7.5426 17.5942 -8.7765 -1.31 1.36 -0.09
N 7.3358 16.7401 -9.9406 -0.46 -1.19 0.68
C 8.4378 15.8416 -10.1992 0.56 0.07 -0.36
C 9.7161 16.5503 -10.6359 0.14 0.17 -0.75
O 9.4536 17.6196 -11.5673 0.91 -0.50 -0.53
C 9.4636 17.2249 -12.9480 -1.77 0.53 0.35
H 3.8033 19.0866 -8.6604 -0.79 -0.05 -0.25
H 4.3070 18.9042 -7.0068 -1.03 0.52 0.55
H 3.1174 17.6964 -7.6141 0.05 0.15 -0.36
H 6.4266 19.2697 -7.7533 -0.20 -0.28 0.55
H 5.9173 18.9032 -9.3978 0.41 0.60 -0.27
H 7.9097 17.0734 -7.8921 -0.34 -0.42 -0.11
H 8.3392 18.2815 -9.0614 0.05 0.69 0.48
H 7.2550 17.3294 -10.7569 -0.12 0.15 -0.03
H 8.2400 15.1130 -10.9855 -0.76 0.29 -0.40
H 8.7070 15.1451 -9.4052 -0.27 0.41 0.72
H 10.2772 15.7570 -11.1299 0.68 0.17 0.01
H 10.3061 17.0081 -9.8419 -0.12 -0.15 0.12
H 8.6114 16.5594 -13.0850 0.16 -0.60 -0.24
H 10.3578 16.8153 -13.4177 0.39 -0.10 0.72
H 9.1585 18.0942 -13.5305 0.31 0.27 0.16
C 14.6212 21.0791 -3.1867 5.36 -2.30 1.54
O 15.6459 20.3719 -3.0283 -0.63 1.12 -0.25
N 14.4871 22.3311 -2.9713 1.18 5.51 0.79
N 13.4987 20.5835 -3.4494 -5.85 -5.06 -1.88
H 15.3131 22.8751 -2.7666 -0.47 0.21 -0.22
H 13.5932 22.7267 -3.2255 0.64 0.72 0.29
H 13.5069 19.5769 -3.3672 -0.58 0.13 -0.40
H 12.6279 21.0819 -3.5646 0.25 -0.27 0.09
C 7.7310 23.3603 -12.0572 0.61 -1.59 -1.25
O 7.5013 23.0424 -13.2009 -1.82 0.80 -1.72
N 8.6554 22.7490 -11.4147 5.18 -3.02 3.35
N 7.2129 24.2388 -11.2407 -3.40 3.58 -0.63
H 9.0765 23.2692 -10.6582 0.18 -0.62 0.06
H 9.1856 21.9649 -11.7670 -0.31 0.39 -0.27
H 7.3431 24.3142 -10.2419 -0.15 -0.12 -0.47
H 6.5416 24.7772 -11.7696 -0.28 0.57 1.03
```
Positions in Å, forces in eV/Å.

Calculated values
total charge: -1
orbital gap: 7.9 eV
calculated total energy: -81159.384 eV

***

No. 2
Entry from the Open Molecules 2025 dataset: a cluster of 13 separate species, C38H68Br10O24 in total (ωB97M-V/def2-TZVPD).

```
140
Properties=species:S:1:pos:R:3:forces:R:3
C -4.1634 -1.3357 0.5766 -0.50 0.13 0.20
C -4.9688 -0.3700 -0.2581 0.05 0.76 0.40
C -5.8955 0.5390 0.5921 -0.28 -0.63 -0.59
O -5.6703 1.8336 0.0687 -0.45 0.70 -0.20
C -4.6680 1.8466 -0.8246 0.62 -0.68 1.16
O -4.2317 2.8090 -1.3609 -0.14 0.21 -0.39
O -4.1220 0.6078 -0.8845 0.26 -0.20 -0.59
H -3.7125 -0.8108 1.4199 0.25 0.01 -0.14
H -3.4232 -1.8728 -0.0107 0.01 -0.05 0.03
H -4.8811 -2.0318 1.0207 0.15 -0.22 -0.10
H -5.5108 -0.8778 -1.0569 -0.06 -0.06 0.06
H -5.6774 0.5167 1.6593 0.13 0.10 -0.01
H -6.9447 0.2987 0.4229 0.00 -0.03 0.20
C -4.3346 -4.3856 3.6169 -0.63 -0.86 -0.36
C -3.5798 -3.9837 4.8395 0.42 2.01 0.39
C -2.0592 -4.2459 4.8733 -1.22 -1.16 0.19
O -1.4952 -3.0123 5.2586 0.19 0.14 -0.11
C -2.3966 -2.0044 5.0663 0.34 -0.81 -0.17
O -2.0943 -0.8587 5.0877 -0.06 0.51 0.13
O -3.6031 -2.5107 4.8297 -0.13 0.19 -0.22
H -5.3292 -3.9441 3.5461 0.11 0.29 0.34
H -4.5391 -5.4600 3.5797 0.35 -0.04 0.04
H -3.7871 -4.0887 2.7223 0.13 -0.06 0.04
H -4.0100 -4.1753 5.8228 -0.34 -0.73 -0.32
H -1.6980 -4.6148 3.9119 0.23 0.37 -0.04
H -1.9123 -5.0127 5.6350 0.57 0.17 0.02
C 4.9933 0.2862 0.0624 -0.32 -0.72 0.39
C 6.3409 -0.1652 -0.4708 -0.91 0.97 0.22
C 6.3855 -1.5797 -1.0501 0.46 0.09 0.98
O 6.5372 -1.3869 -2.4465 -0.30 -0.21 -0.23
C 6.7479 -0.0837 -2.7203 0.59 -0.17 0.92
O 7.0328 0.3554 -3.7813 -0.22 0.26 -0.79
O 6.7076 0.6514 -1.5918 0.18 0.00 -0.05
H 4.9871 1.2537 0.5623 0.40 0.09 -0.15
H 4.7412 -0.4639 0.8226 -0.32 0.14 -0.03
H 4.2036 0.3013 -0.6888 0.12 -0.21 -0.13
H 7.0504 -0.0050 0.3411 0.36 -0.12 -0.30
H 5.5141 -2.1802 -0.7998 -0.22 0.24 -0.40
H 7.2606 -2.0813 -0.6276 0.09 -0.17 -0.42
C -3.1492 4.0197 2.0675 0.57 -1.08 -0.11
C -4.2292 4.0919 3.1050 -0.79 1.21 0.35
C -5.0139 5.4349 3.1400 0.70 -0.45 -0.84
O -6.3749 5.0275 3.2642 -0.33 0.36 0.13
C -6.4767 3.6942 3.1581 0.91 -0.47 0.65
O -7.4154 3.0263 3.4512 -0.37 0.27 -0.53
O -5.2759 3.1721 2.7931 -0.15 -0.41 -0.02
H -3.5099 4.2404 1.0628 -0.09 0.32 0.10
H -2.7808 2.9869 2.0005 -0.14 0.02 0.06
H -2.2554 4.5920 2.3120 -0.28 0.44 -0.02
H -3.9192 3.9044 4.1373 0.37 -0.34 -0.21
H -4.8301 5.9511 2.1947 -0.43 0.13 0.00
H -4.7392 6.0933 3.9558 -0.11 -0.10 0.18
Br 5.8479 4.6565 -0.8921 0.23 -0.13 0.00
C 6.5401 3.9444 -2.5557 0.44 -0.09 -0.70
C 5.4535 3.7214 -3.5810 -0.07 0.30 -0.64
Br 3.9580 2.6637 -2.9412 0.02 0.14 -0.11
H 7.1558 3.0587 -2.4185 -0.42 -0.17 0.56
H 7.2313 4.6933 -2.9434 -0.19 0.17 0.03
H 5.7759 3.1899 -4.4758 0.51 -0.27 0.35
H 5.1036 4.6691 -3.9904 -0.48 0.01 0.51
Br 2.7716 -3.3554 2.0664 0.17 0.09 -0.37
C 1.2463 -3.0928 3.2383 -0.02 -0.55 -0.41
C 1.6861 -2.6952 4.6049 -0.68 0.68 1.02
Br 2.6382 -4.1151 5.5504 -0.03 0.31 -0.22
H 0.7421 -4.0544 3.2212 -0.01 -0.01 0.21
H 0.5838 -2.3952 2.7305 0.17 0.34 0.24
H 0.8237 -2.4813 5.2367 -0.22 -0.41 -0.18
H 2.2204 -1.7498 4.6788 0.64 -0.34 -0.42
Br 1.2506 0.8920 -5.2040 0.30 -0.30 -0.12
C 2.4343 -0.5239 -5.7946 0.55 -0.73 -0.45
C 3.7778 -0.5177 -5.0992 -0.27 0.78 0.70
Br 4.8929 -1.9305 -5.8184 -0.10 0.13 0.07
H 2.5647 -0.4198 -6.8686 -0.06 0.24 0.01
H 1.9888 -1.5048 -5.6382 -0.44 0.23 0.16
H 3.6635 -0.6768 -4.0263 0.02 -0.38 -0.06
H 4.2782 0.4463 -5.1690 0.22 -0.17 -0.42
Br 0.4147 2.0808 5.0228 0.12 0.12 0.27
C -0.8843 3.4584 4.5729 -0.43 -0.62 -0.29
C -0.9844 4.4341 5.7015 0.30 0.53 0.32
Br -2.1103 5.9624 5.2220 0.01 -0.17 0.06
H -1.8498 2.9658 4.4548 0.14 -0.19 0.04
H -0.5997 3.8085 3.5873 0.23 0.56 0.25
H -0.0573 4.9043 6.0111 0.22 -0.20 -0.27
H -1.4107 3.9485 6.5749 -0.19 0.10 -0.04
Br 0.0795 5.2475 -0.5138 0.26 -0.09 -0.07
C 1.6463 4.2226 -0.0131 0.91 -0.25 -0.02
C 1.6022 3.8302 1.4438 -1.05 -0.29 0.02
Br 1.7659 5.4114 2.5488 0.14 -0.02 0.31
H 2.5672 4.7720 -0.2091 -0.30 0.45 -0.08
H 1.7167 3.3687 -0.6808 -0.43 -0.25 0.12
H 2.3139 3.0809 1.7837 0.43 0.27 -0.31
H 0.6220 3.4061 1.6668 -0.02 0.10 0.01
C -1.4249 2.8238 -3.8948 -0.04 0.33 0.81
O -1.5765 3.4554 -5.1611 0.23 0.72 -0.09
C -1.9198 2.6780 -6.1734 -0.04 -0.48 0.16
O -1.9704 1.4767 -6.1473 -0.11 -0.19 -0.07
O -2.1945 3.4432 -7.2266 0.11 0.61 -0.02
C -2.4642 2.7769 -8.4425 0.04 -0.94 -0.56
H -1.0339 3.5438 -3.1763 0.10 0.37 -0.42
H -0.7021 2.0119 -3.9225 -0.50 -0.28 -0.12
H -2.4117 2.5851 -3.5076 0.05 -0.67 -0.04
H -3.5147 2.5001 -8.5430 -0.06 0.23 0.19
H -1.9000 1.8453 -8.5179 0.07 0.09 0.14
H -2.1706 3.4108 -9.2742 -0.05 0.29 0.20
C 1.0728 -5.1356 -2.9391 0.34 -0.42 1.58
O 1.6366 -3.9271 -2.3973 -0.48 0.30 -0.29
C 2.9217 -3.7782 -2.1278 0.19 0.10 -0.72
O 3.4004 -2.6880 -1.9556 0.09 0.01 0.37
O 3.6020 -4.9265 -2.1503 -0.09 -0.04 0.07
C 5.0105 -4.7841 -1.9494 0.32 -0.54 0.21
H 0.7244 -5.7212 -2.0812 -0.14 -0.01 -0.14
H 1.8386 -5.7464 -3.4065 -0.19 0.22 -0.59
H 0.2065 -4.8411 -3.5162 0.21 -0.02 -0.41
H 5.4775 -4.2344 -2.7634 -0.11 0.26 0.09
H 5.4193 -5.7926 -1.9310 -0.17 -0.04 -0.10
H 5.2064 -4.3450 -0.9736 0.00 0.23 -0.12
C -0.6901 -2.6247 -0.6251 -0.15 1.37 1.26
O -1.5332 -3.7665 -0.6567 0.02 -0.49 -0.70
C -1.6406 -4.5373 0.4150 -0.58 0.84 -0.20
O -1.2443 -4.2717 1.5201 0.39 -0.19 0.25
O -2.3720 -5.5995 0.0774 0.19 -0.10 0.01
C -2.4128 -6.6244 1.0628 -0.11 -0.36 0.48
H -1.0604 -1.8777 0.0883 -0.20 -0.32 0.19
H -0.7608 -2.1035 -1.5735 0.26 -0.58 -0.36
H 0.3220 -2.8316 -0.2856 0.09 -0.32 -0.44
H -2.9231 -7.4709 0.6146 0.16 -0.01 -0.18
H -2.9737 -6.3488 1.9561 -0.03 0.34 -0.12
H -1.4057 -6.8845 1.3853 0.02 -0.12 -0.13
C 1.4281 0.3284 -1.7914 -0.47 1.11 -0.16
O 1.1183 0.0532 -0.4261 0.23 -1.26 -0.04
C 0.1558 0.6636 0.2286 -0.38 0.37 0.50
O -0.5393 1.5843 -0.1109 0.16 0.09 -0.58
O 0.0734 0.0911 1.4388 0.02 -0.46 0.24
C -0.9355 0.6331 2.2901 -0.69 0.59 -0.42
H 0.5756 0.6843 -2.3705 -0.19 0.14 0.41
H 1.7767 -0.5588 -2.3122 0.33 -0.20 0.57
H 2.1682 1.1252 -1.7357 0.16 -0.17 -0.53
H -0.7596 1.6967 2.4299 0.19 -0.01 0.22
H -0.9556 0.1018 3.2315 0.33 -0.12 0.01
H -1.9303 0.5901 1.8357 0.15 -0.31 -0.20
```
Positions in Å, forces in eV/Å.

Calculated values
orbital gap: 9.9 eV
calculated total energy: -790075.724 eV

***

No. 3
Entry from the Open Molecules 2025 dataset: the ion C5H6N with charge +1 (ωB97M-V/def2-TZVPD).

```
12
Properties=species:S:1:pos:R:3:forces:R:3
C -1.2622 -1.0322 -1.8892 -1.08 -0.91 -3.79
C -0.7276 -0.6940 -0.8107 -1.14 -3.28 -3.25
C -0.5829 -0.5812 0.4081 0.57 0.52 3.47
C -0.2791 0.6325 0.9700 0.15 3.85 1.83
C 1.1668 0.6285 0.6577 0.95 -0.31 -2.34
N 0.5275 -0.5019 1.3588 0.30 -1.80 -0.42
H -0.7317 -1.0070 -2.8380 -0.10 0.42 0.01
H -2.2867 -1.4114 -1.9531 0.35 -0.04 0.30
H -0.9371 1.2630 1.5366 0.35 0.27 0.61
H 1.5562 0.3885 -0.4369 -1.03 0.47 2.49
H 1.8312 1.1788 1.2619 0.63 0.70 0.77
H 0.6840 -0.9959 2.2266 0.05 0.12 0.31
```
Positions in Å, forces in eV/Å.

Calculated values
total charge: +1
orbital gap: 10.7 eV
calculated total energy: -6758.782 eV

***

No. 4
Entry from the Open Molecules 2025 dataset: a structure of composition C2H5ClN2O2 (ωB97M-V/def2-TZVPD).

```
12
Properties=species:S:1:pos:R:3:forces:R:3
C -0.4371 0.3823 -0.2927 -1.99 -1.11 0.36
C 0.7403 -0.3564 0.3497 0.02 2.78 2.39
N 1.8836 0.2066 -0.3856 2.40 -1.52 -0.24
N 3.3452 -0.8160 -0.2764 -2.28 2.21 1.31
O 3.0344 -1.9269 -0.0022 0.69 -0.39 -0.51
O 4.3747 -0.2281 -0.3872 -0.67 -0.86 -0.31
Cl 2.3776 1.7339 0.2163 -0.19 -0.32 0.06
H -1.1383 0.9139 0.3984 0.77 -0.55 -0.26
H 0.0261 1.1321 -0.9092 -0.61 0.16 -0.83
H -1.0694 -0.4315 -0.8252 1.02 1.84 0.33
H 0.7767 -0.2382 1.4918 0.28 0.16 -1.52
H 0.5653 -1.3571 0.1995 0.57 -2.41 -0.77
```
Positions in Å, forces in eV/Å.

Calculated values
orbital gap: 9.8 eV
calculated total energy: -21746.992 eV

***

No. 5
Entry from the Open Molecules 2025 dataset: a structure of composition C3H13BCl2CrN3O14 (ωB97M-V/def2-TZVPD).

```
37
Properties=species:S:1:pos:R:3:forces:R:3
Cr -0.5032 0.2198 0.3894 0.78 -0.27 0.03
Cl 2.8637 1.7130 -0.4615 0.67 0.12 0.22
O 1.9799 0.6155 -0.0917 -0.57 -0.21 -0.17
O 3.6960 2.0009 0.6815 -0.01 -0.05 -0.47
O 3.6487 1.3143 -1.6100 -0.05 -0.10 0.34
O 2.1059 2.8821 -0.8237 -0.37 0.05 0.09
Cl -2.9574 -1.6443 0.5569 -0.84 -0.68 0.47
O -4.1162 -1.7529 1.3946 0.04 0.08 -0.40
O -3.0373 -2.5266 -0.5686 -0.04 -0.25 -0.04
O -2.8007 -0.2894 0.0745 0.30 0.94 -0.24
O -1.7865 -1.9358 1.3528 0.91 -0.08 0.11
B -0.7642 2.2830 1.3400 -0.66 0.92 0.77
H -1.3485 2.0645 0.3787 -1.14 -0.16 -1.67
H 0.1913 1.6533 1.3921 1.63 -1.11 0.25
H -0.3587 3.3670 1.3182 0.42 1.07 -0.21
H -1.4646 2.1179 2.2535 -0.68 -0.43 1.03
C 0.4298 -0.9758 4.5124 0.22 -0.55 0.42
N 1.1684 -1.0242 3.2232 -0.32 0.71 0.19
O 0.5745 -0.5921 2.2596 -0.07 -0.15 -0.41
O 2.2812 -1.4727 3.2147 0.34 -0.27 0.03
H 0.9240 -0.3296 5.2333 0.21 0.25 -0.38
H 0.5396 -1.9879 4.9008 -0.44 0.03 0.02
H -0.5859 -0.6569 4.3207 -0.05 -0.14 -0.04
C -0.0018 2.6381 -2.9765 0.40 -0.18 -0.25
N -0.9314 1.5336 -2.6067 0.34 0.95 -0.41
O -0.5689 0.8491 -1.6708 -0.26 -0.19 -0.30
O -1.9438 1.3880 -3.2385 -0.24 -0.28 0.06
H -0.1514 3.4469 -2.2669 0.08 -0.12 0.16
H -0.1791 2.9626 -3.9959 -0.38 -0.11 0.03
H 0.9976 2.2219 -2.8814 0.02 0.24 0.25
C 0.0029 -3.3628 -2.5240 -0.65 0.35 -0.68
N 0.7072 -2.2846 -1.7735 0.19 -0.07 -0.97
O 1.8732 -2.1291 -2.0348 0.11 -0.03 0.50
O 0.0237 -1.5643 -1.0816 -0.34 -0.01 0.95
H -1.0448 -3.0838 -2.6053 -0.02 -0.05 0.39
H 0.1066 -4.3380 -2.0636 0.26 0.11 0.22
H 0.4302 -3.3207 -3.5219 0.20 -0.33 0.10
```
Positions in Å, forces in eV/Å.

Calculated values
<S²>: 6.0093
total charge: -1
orbital gap (alpha / beta): 8.3 / 8.6 eV
multiplicity: 5
calculated total energy: -90577.736 eV